[1]
{
  "formula": "C2H8N3O",
  "method": "ωB97M-V/def2-TZVPD",
  "species": ["C", "C", "N", "N", "N", "O", "H", "H", "H", "H", "H", "H", "H", "H"],
  "positions_angstrom": [[-0.340, -1.611, 0.273], [0.671, -1.248, -0.718], [-1.220, 1.331, 1.022], [0.151, 1.240, 1.243], [1.054, -0.404, -1.705], [1.123, -1.833, 0.402], [0.669, 1.199, 0.358], [-1.019, -2.411, 0.071], [-1.377, 0.998, 0.065], [-0.656, -0.891, 0.897], [0.417, 2.120, 1.703], [-1.725, 2.250, 0.976], [0.351, -0.337, -2.338], [1.900, -0.401, -2.248]],
  "atomic_forces_ev_per_a": [[0.911, -1.350, -2.974], [1.232, 1.080, 2.427], [-3.466, -0.315, -1.815], [2.024, 1.111, 0.527], [0.774, -3.076, 3.281], [-0.059, 0.824, -3.402], [-0.136, 0.734, 0.324], [0.178, -0.933, 0.057], [-0.312, -0.003, 0.475], [-1.158, 2.586, 2.220], [0.409, -0.724, -0.077], [1.482, -0.529, 0.405], [-3.152, 0.865, -2.200], [1.273, -0.270, 0.753]],
  "e_above_lowest_kcal_mol": 146.13,
  "charge": 1,
  "spin_multiplicity": 1,
  "largest_force_ev_per_a": 4.564,
  "lumo_ev": -5.60
}



[2]
{
  "formula": "C4H8N4",
  "method": "ωB97M-V/def2-TZVPD",
  "species": ["C", "C", "N", "N", "C", "C", "N", "N", "H", "H", "H", "H", "H", "H", "H", "H"],
  "positions_angstrom": [[-0.363, 0.671, 0.491], [1.413, 0.296, -0.572], [-1.074, 1.664, -0.159], [-0.597, -2.248, 0.254], [0.955, -0.887, -1.013], [-0.367, -1.121, -0.464], [-0.298, 0.474, 1.743], [2.356, 1.042, -0.260], [-1.468, 2.419, 0.389], [-0.822, 1.890, -1.107], [-0.774, 1.192, 2.298], [2.190, 2.043, -0.280], [-1.535, -2.583, 0.406], [0.126, -2.534, 0.897], [1.497, -1.583, -1.642], [-1.240, -0.736, -0.982]],
  "atomic_forces_ev_per_a": [[-0.758, -0.947, 0.203], [1.123, -0.484, -0.389], [0.011, 0.008, 0.028], [0.179, -0.042, -0.217], [0.078, 0.138, 0.037], [-0.114, 1.231, 0.513], [-0.155, 0.055, -0.072], [-0.707, -0.066, 0.273], [0.114, -0.049, -0.081], [-0.014, 0.004, 0.092], [0.177, 0.084, -0.061], [0.032, -0.003, -0.252], [0.182, 0.246, 0.233], [-0.190, -0.090, -0.071], [0.019, 0.103, -0.082], [0.023, -0.186, -0.152]],
  "e_above_lowest_kcal_mol": 92.33,
  "charge": 0,
  "spin_multiplicity": 1,
  "largest_force_ev_per_a": 1.338,
  "lumo_ev": 0.39
}



[3]
{
  "formula": "C3H6Cl2Si",
  "method": "ωB97M-V/def2-TZVPD",
  "species": ["C", "C", "C", "Si", "Cl", "Cl", "H", "H", "H", "H", "H", "H"],
  "positions_angstrom": [[4.139, -1.268, 0.244], [3.981, -0.511, -0.715], [-2.790, -0.250, -0.278], [-0.893, -0.105, -0.212], [0.099, -2.044, -0.510], [-0.340, 1.196, -1.723], [-0.514, -0.048, 1.282], [3.939, -1.888, 1.076], [4.168, 0.134, -1.536], [-2.960, -1.292, -0.116], [-3.289, 0.160, 0.635], [-3.392, -0.066, -1.221]],
  "atomic_forces_ev_per_a": [[-1.209, 2.132, -2.580], [1.218, -1.977, 2.493], [-0.485, 0.157, -0.205], [-0.418, -1.730, 0.553], [-0.887, 1.562, -0.161], [0.230, -0.283, 0.751], [-0.028, 0.788, -1.278], [0.254, -0.282, 0.289], [-0.283, 0.138, -0.204], [0.041, -1.175, 0.114], [0.499, 0.316, -0.878], [1.068, 0.355, 1.107]],
  "e_above_lowest_kcal_mol": 63.66,
  "charge": 0,
  "spin_multiplicity": 1,
  "largest_force_ev_per_a": 3.559,
  "lumo_ev": 0.67,
  "smiles": "C[SiH](Cl)Cl.C#C"
}



- Number 1 is which compound?
  C2H8N3O